[1]
Molecular formula: C18H54BF4O9S9
Method: DFT, wB97M-V/def2-TZVPD

```
! RIJCOSX wB97M-V def2-TZVPD def2/J DEFGRID3
* xyz -1 1
B -25.84908 17.34032 22.66301
F -24.75159 18.05475 22.33569
F -26.12181 16.50207 21.62079
F -25.68501 16.51648 23.78896
F -26.89731 18.26027 22.87921
C -26.25401 18.52364 20.61249
S -26.14641 20.19197 19.71537
O -25.18665 21.11416 20.55272
C -25.42348 19.61960 18.08694
H -26.33220 17.79963 19.80145
H -27.24366 18.36492 21.04087
H -25.38813 18.21153 21.19638
H -24.84564 20.39889 17.59006
H -26.00296 19.13303 17.30236
H -24.74608 18.89087 18.53209
C -24.44005 16.30627 21.25869
S -22.74678 15.66405 20.92925
O -22.16846 15.23547 22.22688
C -23.25047 14.15038 20.06198
H -25.02250 16.51033 20.36024
H -24.40233 17.22736 21.84030
H -24.94194 15.59015 21.90936
H -23.97912 14.36277 19.27963
H -23.74143 13.43806 20.72504
H -22.34706 13.82141 19.54844
C -27.20463 15.17708 17.77992
S -25.83159 14.88419 18.95301
O -25.06599 16.22167 18.72514
C -27.08419 15.07317 20.38042
H -28.03183 14.48483 17.93687
H -26.65850 15.07494 16.84214
H -27.44051 16.22823 17.94586
H -27.89231 14.37662 20.15711
H -27.56727 16.04973 20.34772
H -26.46152 14.86949 21.25156
C -29.62283 18.37086 23.54866
S -29.42063 17.51914 25.17539
O -28.99874 18.59160 26.24272
C -27.88827 16.54249 24.76767
H -30.25127 17.78049 22.88186
H -28.62115 18.44750 23.12574
H -30.08689 19.35130 23.65580
H -27.90967 15.59419 25.30468
H -27.14673 17.05090 25.38393
H -27.48434 16.54905 23.75531
C -21.37790 17.58015 23.51282
S -22.52787 17.07659 24.86759
O -22.50760 18.18511 25.92434
C -24.13642 17.25540 23.96723
H -21.35325 18.66369 23.39692
H -21.67518 17.11074 22.57507
H -20.39549 17.19419 23.78486
H -24.03606 16.85559 22.95818
H -24.30251 18.32993 23.89028
H -24.83406 16.69392 24.58862
C -23.42655 18.29642 20.84349
S -22.20866 19.63884 20.43398
O -21.11883 19.26945 21.39106
C -22.92106 21.11068 21.23018
H -24.26684 18.54236 21.49275
H -22.87637 17.38422 21.07434
H -24.06462 18.05984 19.99203
H -22.09274 21.81454 21.31120
H -23.34169 20.92057 22.21761
H -23.62416 21.56851 20.53437
C -25.16205 19.33506 24.47751
S -26.52406 18.66118 25.50242
O -25.92657 18.55289 26.91801
C -27.72051 20.03439 25.41016
H -24.24762 18.87375 24.85048
H -25.05388 20.40405 24.66095
H -25.36756 19.24854 23.41056
H -27.89942 20.47272 24.42835
H -27.35005 20.86842 26.00619
H -28.61528 19.83525 25.99992
C -23.26504 13.94570 25.07429
S -24.96667 14.28806 25.59354
O -25.38689 12.88896 26.04113
C -25.66683 14.41129 23.91702
H -22.71534 14.00384 26.01374
H -22.89613 14.60584 24.28929
H -23.14090 12.92426 24.71468
H -25.52208 13.42253 23.48174
H -25.29768 15.25242 23.33021
H -26.71509 14.66207 24.07942
C -27.61494 15.25246 22.69120
S -29.36493 15.95309 22.39879
O -29.97109 15.54896 21.01413
C -30.37819 14.89737 23.53609
H -27.40730 15.20585 23.76022
H -26.77356 15.76307 22.22273
H -27.54127 14.20124 22.41267
H -30.34743 13.83577 23.29083
H -31.42725 15.10432 23.32458
H -29.97678 14.99938 24.54434
*
```

Summary:
Kohn-Sham gap: 6.7 eV
Energy above the lowest of the compared OMol25 structures with the same formula, charge and spin: 1191.3 kcal/mol
HOMO level: -4.9 eV
LUMO level: 1.727 eV
DFT total energy: -5401.53504 a.u.

These are the Löwdin partial charges, in e, on atoms 1 to 6: atom 1 (B): -1.29, atom 2 (F): -0.02, atom 3 (F): -0.12, atom 4 (F): -0.08, atom 5 (F): 0.08, atom 6 (C): -0.18



[2]
Molecular formula: C3BrF3
Method: DFT, wB97M-V/def2-TZVPD

```
! RIJCOSX wB97M-V def2-TZVPD def2/J DEFGRID3
* xyz 0 3
C 0.93575 1.34584 -0.08788
C -1.07397 -1.06622 -0.33614
C 0.22841 -0.17208 0.11107
F 0.87225 1.68716 -1.31790
F 0.28707 -0.33594 1.46250
F 1.29428 -0.86013 -0.40688
Br -2.54379 -0.59863 0.57524
*
```

Summary:
Kohn-Sham gap (spin up / spin down): 7.9 / 8.1 eV
Energy above the lowest of the compared OMol25 structures with the same formula, charge and spin: 17.0 kcal/mol
HOMO level (spin up / spin down): -8.9 / -10.4 eV
LUMO level (spin up / spin down): -1.001 / -2.286 eV
DFT total energy: -2987.63087 a.u.

These are the natural (NBO) partial charges, in e, on atoms 1 to 6: atom 1 (C): 0.49, atom 2 (C): -0.10, atom 3 (C): 0.40, atom 4 (F): -0.29, atom 5 (F): -0.33, atom 6 (F): -0.34



[3]
Molecular formula: C2H7PS
Method: DFT, wB97M-V/def2-TZVPD

```
! RIJCOSX wB97M-V def2-TZVPD def2/J DEFGRID3
* xyz 0 1
C -1.49095 -1.05437 -1.29590
C 0.94596 1.10342 -0.40159
P 0.43682 0.97807 1.24922
S 1.80451 -0.49320 2.28646
H -2.10000 -0.98535 -0.41223
H -1.13229 -2.06529 -1.32776
H -1.90553 -0.71737 -2.24889
H 0.73850 2.07952 -0.89251
H 1.13984 0.18053 -1.13915
H 0.82832 2.19938 1.69282
H 0.73480 -1.22536 2.48953
*
```

Summary:
Kohn-Sham gap (spin up / spin down): 8.6 / 7.6 eV
Energy above the lowest of the compared OMol25 structures with the same formula, charge and spin: 107.0 kcal/mol
HOMO level (spin up / spin down): -9.2 / -7.7 eV
LUMO level (spin up / spin down): -0.554 / -0.177 eV
DFT total energy: -819.76766 a.u.

These are the natural (NBO) partial charges, in e, on atoms 1 to 6: atom 1 (C): -0.48, atom 2 (C): -0.77, atom 3 (P): 0.52, atom 4 (S): -0.31, atom 5 (H): 0.16, atom 6 (H): 0.15



[4]
Molecular formula: C6H16N
Method: DFT, wB97M-V/def2-TZVPD

```
! RIJCOSX wB97M-V def2-TZVPD def2/J DEFGRID3
* xyz 1 1
C 1.35576 1.05622 1.49633
C 0.35865 -0.01122 1.08722
C -0.74589 0.26796 0.25598
C 0.69081 -1.05313 -0.09104
C 0.04820 -2.48279 0.00492
C -1.06726 -2.70997 -1.00596
N -0.79277 4.12437 -1.16083
H 2.09895 0.66700 2.18407
H 0.85132 1.84092 2.06176
H 1.84119 1.54134 0.64779
H 0.14406 -0.66265 1.92900
H -0.74867 0.66185 -0.74863
H -1.71762 0.29512 0.76090
H 0.82139 -0.81251 -1.14423
H 1.72183 -1.32483 0.19473
H -0.31349 -2.66784 1.01047
H 0.87964 -3.17240 -0.14735
H -2.03676 -2.35027 -0.69397
H -0.85146 -2.16421 -1.93242
H -1.19492 -3.75909 -1.25277
H -0.36586 3.93415 -2.05836
H -0.21893 3.67189 -0.46007
H -0.75819 5.11008 -0.93757
*
```

Summary:
Kohn-Sham gap: 6.7 eV
Energy above the lowest of the compared OMol25 structures with the same formula, charge and spin: 92.6 kcal/mol
HOMO level: -13.1 eV
LUMO level: -6.374 eV
DFT total energy: -292.57670 a.u.

These are the natural (NBO) partial charges, in e, on atoms 1 to 6: atom 1 (C): -0.61, atom 2 (C): -0.25, atom 3 (C): 0.11, atom 4 (C): -0.46, atom 5 (C): -0.39, atom 6 (C): -0.63



The records above yield max |F| values of 0.3432, 0.0728, 0.0597, 0.0624 Eh/bohr, respectively.